No. 1
{"formula": "C14H15NV", "method": "ωB97M-V/def2-TZVPD", "symbols": ["C", "C", "C", "C", "C", "V", "C", "C", "C", "N", "H", "H", "H", "H", "H", "H", "H", "H", "H", "H", "C", "C", "C", "C", "C", "C", "H", "H", "H", "H", "H"], "xyz": [[0.25917, -1.70365, -2.38193], [-1.05958, -1.65396, -1.80951], [-1.00219, -2.11872, -0.47001], [0.36215, -2.47974, -0.16270], [1.12942, -2.32455, -1.38829], [0.83379, -0.48589, -0.61975], [-1.07599, 1.63321, -1.75223], [-0.61204, 2.56764, -2.70674], [0.57123, 2.72688, -3.28288], [2.51809, -0.43502, -0.21933], [-1.84783, -2.29572, 0.16776], [-1.95533, -1.41581, -2.34021], [0.71821, -2.90016, 0.74765], [2.15146, -2.56101, -1.51907], [0.53800, -1.43938, -3.37642], [-1.74470, 0.79500, -1.99682], [2.23989, 0.39352, -0.81349], [-1.16138, 1.73881, -0.65381], [0.63930, 3.36391, -4.18309], [1.66277, 2.41907, -3.13169], [-0.48267, 0.85867, 4.02473], [-0.96168, -0.35904, 3.52403], [-0.73487, -0.69787, 2.17681], [-0.05440, 0.17439, 1.33387], [0.44923, 1.37255, 1.82901], [0.23549, 1.71815, 3.18466], [-0.67130, 1.13018, 5.06494], [-1.50844, -1.05366, 4.16684], [-1.10334, -1.66160, 1.83046], [1.03460, 2.03472, 1.18267], [0.63294, 2.65907, 3.57454]], "forces_ev_per_a": [[0.0, -1.2, 1.6], [1.4, -0.9, 0.9], [1.2, 0.0, -1.4], [-0.3, -0.7, -2.3], [-1.8, -1.2, -0.6], [-0.9, 2.2, 3.4], [-0.8, 2.1, -0.9], [2.1, -4.9, 3.4], [0.5, 2.0, -2.3], [-2.3, 0.0, -0.5], [-0.1, 0.4, 0.1], [-0.3, 0.4, -0.1], [0.2, -0.1, 0.4], [0.6, -0.3, -0.1], [0.1, 0.1, -0.4], [0.7, 0.3, -0.7], [1.6, 1.3, -0.5], [0.1, 0.9, -0.5], [-0.3, 0.3, 0.6], [-2.1, -0.6, 0.7], [0.0, -0.1, -0.3], [0.1, 0.2, -0.4], [-0.3, 0.4, 1.2], [1.0, -0.8, -1.8], [-0.3, 0.3, 1.2], [-0.1, -0.1, -0.5], [0.1, -0.1, -0.3], [0.2, 0.3, -0.1], [0.1, 0.3, 0.3], [-0.2, -0.1, 0.3], [-0.1, -0.3, -0.1]], "mulliken_spin": [0.10, -0.07, -0.02, -0.02, 0.00, 1.27, -0.03, 0.05, 0.00, -0.25, 0.00, 0.00, 0.01, -0.01, 0.01, -0.01, 0.03, -0.01, 0.00, 0.00, 0.01, -0.01, 0.02, -0.09, 0.02, 0.00, 0.00, 0.00, 0.00, 0.00, 0.00], "de_lowest_kcal_mol": 23.3, "spin_multiplicity": 2, "e_homo_ev": [-8.45, -8.63], "max_force_ha_per_bohr": 0.1226, "e_lumo_ev": [-1.204, -1.187]}

=====

No. 2
{"formula": "C2H3F2OP", "method": "ωB97M-V/def2-TZVPD", "symbols": ["C", "C", "O", "F", "F", "P", "H", "H", "H"], "xyz": [[-1.56376, -0.88790, 0.19989], [1.79362, 0.58866, -0.03130], [-1.97419, -1.50364, -0.74020], [2.43785, -0.28555, -0.83016], [2.22737, 0.31610, 1.17626], [-0.02669, 0.33465, -0.02958], [-2.07794, -0.76224, 1.08569], [-0.21326, 1.60933, 0.52570], [-0.60301, 0.59058, -1.35630]], "forces_ev_per_a": [[0.9, 1.3, -2.2], [0.0, -0.1, -1.7], [0.4, -0.2, 0.3], [0.4, -0.2, -0.5], [1.0, 0.1, 2.0], [-1.8, -0.1, -1.9], [-1.4, -0.4, 2.5], [-0.8, -0.4, 0.6], [1.3, -0.1, 0.9]], "mulliken_charge": [-0.03, 0.11, -0.38, -0.20, -0.19, 0.09, 0.36, 0.11, 0.13], "de_lowest_kcal_mol": 153.5, "e_homo_ev": [-7.92, -7.92], "max_force_ha_per_bohr": 0.0570, "e_lumo_ev": [-0.521, -0.520]}

=====

No. 3
{"formula": "C6H9N", "method": "ωB97M-V/def2-TZVPD", "symbols": ["C", "C", "C", "C", "C", "C", "N", "H", "H", "H", "H", "H", "H", "H", "H", "H"], "xyz": [[2.23819, -0.20104, -0.35577], [1.18031, -0.34789, 0.70759], [0.03462, -1.05378, 0.35940], [-1.01472, -0.12387, 0.19522], [-2.35397, -0.36705, -0.43061], [-0.50971, 1.11019, 0.56690], [0.75922, 0.93204, 1.02224], [3.11820, 0.37744, -0.06345], [2.52074, -1.13131, -0.84627], [1.65000, 0.42636, -1.06473], [0.01223, -2.09913, 0.06506], [-2.48572, 0.29353, -1.29756], [-3.17271, -0.17705, 0.26942], [-2.43531, -1.39717, -0.79423], [-0.97518, 2.08583, 0.53975], [1.43382, 1.67290, 1.12705]], "forces_ev_per_a": [[0.3, -0.1, -0.1], [-0.2, 0.1, -0.1], [-0.1, 0.1, -0.2], [-0.1, 0.1, 0.1], [-0.2, 0.0, 0.0], [-0.3, 0.0, 0.3], [0.0, 0.2, -0.3], [0.1, -0.2, 0.1], [0.1, 0.0, 0.1], [0.7, -0.4, -0.3], [0.1, 0.3, -0.1], [0.0, -0.1, 0.2], [0.0, -0.1, -0.1], [0.0, 0.2, 0.1], [-0.1, -0.1, 0.3], [-0.2, 0.0, -0.1]], "mulliken_charge": [-1.18, 0.35, -0.67, 0.92, -1.14, -0.98, -0.14, 0.29, 0.30, 0.35, 0.39, 0.28, 0.27, 0.31, 0.39, 0.25], "de_lowest_kcal_mol": 37.6, "e_homo_ev": -7.66, "max_force_ha_per_bohr": 0.0167, "e_lumo_ev": 0.994}

=====

No. 4
{"formula": "C14H11F2NO2", "method": "ωB97M-V/def2-TZVPD", "symbols": ["C", "N", "O", "O", "H", "H", "F", "C", "C", "C", "C", "C", "C", "C", "C", "C", "C", "C", "F", "C", "C", "H", "H", "H", "H", "H", "H", "H", "H", "H"], "xyz": [[-0.59447, -1.43296, 0.48292], [-1.94184, -1.74050, 0.81503], [-2.31219, -1.99719, 2.01199], [-2.84116, -1.62780, -0.07108], [-0.36627, -1.70161, -0.58171], [0.14756, -1.83811, 1.18724], [3.28967, -1.83875, -2.25524], [3.03811, -1.17102, -1.07991], [4.01064, -1.30584, -0.06426], [3.73067, -0.63573, 1.17431], [2.53078, -0.04263, 1.43517], [1.44868, -0.09319, 0.45337], [0.06792, 0.20060, 0.87705], [-0.95192, 0.92260, 0.11475], [-1.75111, 1.97303, 0.72918], [-2.86113, 2.48134, 0.08456], [-3.23954, 2.05847, -1.22355], [-2.40390, 1.14006, -1.86692], [-2.75307, 0.74648, -3.13699], [-1.28955, 0.55668, -1.24872], [1.83300, -0.51911, -0.89123], [4.93581, -1.91842, -0.21189], [4.53369, -0.66279, 1.91519], [2.40337, 0.51840, 2.38193], [-0.03780, 0.33453, 1.95453], [-1.45196, 2.42177, 1.69612], [-3.50820, 3.21340, 0.56011], [-4.18136, 2.42835, -1.71456], [-0.71883, -0.14889, -1.78100], [1.23441, -0.32118, -1.74640]], "forces_ev_per_a": [[3.5, 0.5, 1.1], [-5.5, 0.1, 1.8], [2.2, 0.6, -2.8], [2.9, -0.4, 1.3], [-0.4, 0.5, 1.3], [-1.0, -1.2, -0.4], [-0.4, 1.0, 0.7], [1.5, -1.0, 0.8], [-0.8, 0.5, 0.4], [1.8, -1.4, -1.5], [-2.4, 0.4, -0.8], [3.7, 0.5, -0.9], [-2.1, -2.8, -1.3], [-2.2, 3.0, -2.0], [1.4, -1.2, -0.4], [-0.8, -0.3, -1.6], [0.1, 0.1, 0.5], [-0.3, 0.1, 0.2], [0.5, 0.2, 1.0], [-0.9, 2.1, 1.8], [-0.1, 0.4, 2.5], [-1.0, 0.8, 0.1], [-0.4, 0.2, -0.1], [-0.2, -0.7, -0.6], [0.1, 0.0, -0.2], [-0.2, -0.7, -0.5], [0.3, -0.1, 0.1], [1.3, -0.4, 0.5], [0.3, -0.7, -0.6], [-0.7, -0.2, -0.4]], "mulliken_charge": [-1.17, 0.97, -0.58, -0.50, 0.51, 0.48, -0.31, 0.28, -0.53, -0.38, -0.70, 0.70, -0.29, 0.71, -0.68, -0.44, -0.58, 0.16, -0.32, -0.52, -0.42, 0.39, 0.36, 0.36, 0.58, 0.36, 0.37, 0.38, 0.24, 0.59], "de_lowest_kcal_mol": 0.0, "e_homo_ev": -9.15, "max_force_ha_per_bohr": 0.1120, "e_lumo_ev": -0.908}

=====

No. 5
{"formula": "CH10O3", "method": "ωB97M-V/def2-TZVPD", "symbols": ["C", "H", "H", "H", "H", "H", "H", "O", "H", "H", "O", "H", "H", "O"], "xyz": [[0.88672, 0.65196, 1.22938], [1.76613, 0.00778, 1.10946], [1.34751, 1.58014, 1.55629], [0.22872, 0.21664, 1.97712], [0.40278, 0.66093, 0.26625], [1.09658, -0.06069, -1.44788], [1.18492, 0.93134, -2.57641], [1.74709, 0.42677, -1.97462], [-1.96228, 0.82727, 0.15033], [-2.44582, 0.72813, -1.26558], [-1.76741, 0.37182, -0.67864], [-0.34403, -1.51302, 0.49483], [-1.21763, -2.69165, 0.21389], [-0.92329, -2.13742, 0.94559]], "forces_ev_per_a": [[1.1, -0.8, 0.2], [-0.2, -0.3, 0.1], [-0.6, 0.4, -0.2], [0.0, 0.1, 0.1], [-0.2, 0.7, -0.1], [0.3, 0.1, -0.1], [0.2, 0.0, 0.0], [-0.5, -0.1, 0.0], [0.2, -0.2, 0.1], [0.1, -0.2, -0.1], [-0.3, 0.4, -0.1], [-0.1, 0.1, 0.2], [-0.2, -0.1, 0.2], [0.2, -0.1, -0.3]], "mulliken_charge": [-0.95, 0.32, 0.31, 0.32, -0.02, 0.33, 0.32, -0.66, 0.33, 0.28, -0.60, 0.33, 0.31, -0.62], "de_lowest_kcal_mol": 14.3, "e_homo_ev": -11.30, "max_force_ha_per_bohr": 0.0264, "e_lumo_ev": 0.397}

=====

No. 6
{"formula": "C4H12N4", "method": "ωB97M-V/def2-TZVPD", "symbols": ["C", "N", "C", "N", "H", "H", "H", "H", "H", "H", "C", "N", "C", "N", "H", "H", "H", "H", "H", "H"], "xyz": [[0.33107, 0.56577, 2.34542], [-0.73393, 0.15333, 1.44128], [-0.41666, 1.04719, -1.32851], [-0.39146, 2.30299, -1.00644], [-1.22924, 0.96697, 1.06558], [0.30942, 2.46972, -0.27506], [-1.14734, 0.70653, -2.08241], [0.95984, 1.34342, 1.89964], [0.96526, -0.27523, 2.64588], [-0.11240, 0.98263, 3.25523], [0.98566, -0.98116, -1.74196], [-1.36953, -1.43386, -0.06220], [0.46902, -0.00678, -0.67974], [-0.24856, -0.71303, 0.42105], [-1.08596, -2.38482, -0.30703], [-2.01484, -1.55974, 0.72168], [1.34534, 0.49444, -0.25053], [1.43676, -1.86893, -1.28509], [1.75566, -0.49890, -2.35447], [0.19189, -1.31053, -2.42233]], "forces_ev_per_a": [[-0.1, 0.3, 0.1], [0.3, -0.5, 0.1], [0.3, 1.6, 0.6], [-0.3, -1.7, -0.5], [0.2, -0.2, -0.1], [0.0, -0.1, -0.2], [0.3, 0.2, 0.3], [0.3, 0.0, 0.1], [-0.3, 0.0, -0.3], [0.0, 0.0, -0.2], [0.0, -0.2, 0.0], [-1.2, -0.7, -0.7], [-0.6, -0.1, -0.6], [1.0, 0.6, 0.8], [0.3, 0.3, 0.1], [0.4, 0.3, -0.2], [-0.3, -0.1, 0.3], [-0.1, 0.2, 0.0], [-0.2, 0.0, 0.1], [0.0, 0.0, 0.2]], "mulliken_charge": [-0.80, -0.55, -0.13, -0.68, 0.33, 0.30, 0.34, 0.26, 0.28, 0.33, -1.69, -0.71, 0.49, 0.33, 0.20, 0.28, 0.24, 0.39, 0.43, 0.36], "de_lowest_kcal_mol": 64.5, "e_homo_ev": -8.13, "max_force_ha_per_bohr": 0.0359, "e_lumo_ev": 1.072}

=====

No. 7
{"formula": "C5H7NS2", "method": "ωB97M-V/def2-TZVPD", "symbols": ["C", "C", "C", "C", "C", "H", "H", "H", "H", "H", "H", "H", "N", "S", "S"], "xyz": [[1.05153, 0.74240, -0.11639], [-0.18739, -0.07106, -0.36387], [0.02324, -1.49963, 0.18013], [-1.50662, 0.22802, 0.42320], [-0.27613, -0.06325, -1.89728], [0.95698, 1.85160, 2.30017], [1.69650, 0.24541, -0.76247], [0.70382, 1.70271, -0.56866], [-0.00479, -2.33694, -0.57867], [0.89341, -1.34359, 0.80001], [-1.37051, 1.06036, 1.05000], [-2.17532, 0.41371, -0.38184], [0.10154, -0.34304, -3.06988], [1.67758, 0.77867, 1.73061], [-1.58383, -1.36536, 1.25496]], "forces_ev_per_a": [[-2.1, 2.3, 1.7], [-1.2, -1.2, -0.3], [-1.7, -0.5, -0.3], [1.6, -0.2, -1.8], [3.2, -2.9, -7.5], [0.6, -1.2, -1.1], [2.3, -0.3, -0.6], [1.4, 0.0, 0.9], [0.3, 0.9, 1.2], [0.2, -1.3, 0.3], [-0.2, 1.1, 0.9], [-1.5, 0.1, 0.1], [-3.3, 2.5, 8.9], [-1.0, 1.1, -1.4], [1.4, -0.4, -1.0]], "mulliken_charge": [-1.20, 1.07, -0.63, -0.90, 0.07, 0.16, 0.58, 0.42, 0.35, 0.23, 0.33, 0.40, -0.51, -0.21, -0.16], "de_lowest_kcal_mol": 66.1, "e_homo_ev": -9.22, "max_force_ha_per_bohr": 0.1910, "e_lumo_ev": 0.257}

=====

No. 8
{"formula": "C11H12N2OS", "method": "ωB97M-V/def2-TZVPD", "symbols": ["C", "C", "C", "O", "N", "C", "C", "C", "C", "C", "C", "C", "H", "H", "H", "H", "S", "C", "N", "H", "H", "H", "H", "H", "H", "H", "H"], "xyz": [[1.82070, 3.22644, -0.98414], [0.61224, 2.72663, -0.19282], [1.05947, 2.06574, 1.09314], [1.57872, 2.68326, 1.99742], [0.81782, 0.72949, 1.25164], [0.28622, -0.22570, 0.37809], [0.72964, -0.32971, -0.93768], [0.20754, -1.28728, -1.78377], [-0.75477, -2.16443, -1.30672], [-1.18738, -2.08967, 0.00706], [-0.67625, -1.12517, 0.86061], [-1.14933, -1.04470, 2.27901], [-1.43454, -0.02436, 2.53161], [-0.35939, -1.35483, 2.96452], [-2.00481, -1.69616, 2.43321], [-1.93187, -2.78009, 0.37439], [-1.37543, -3.37301, -2.47021], [-2.45768, -4.21337, -1.50528], [-3.20391, -4.80288, -0.86424], [0.55247, -1.36201, -2.80342], [1.50369, 0.32927, -1.29555], [0.99837, 0.40590, 2.19522], [-0.00367, 2.05655, -0.79120], [0.00872, 3.58966, 0.09816], [1.49455, 3.78170, -1.86006], [2.44688, 2.39902, -1.31196], [2.42198, 3.87974, -0.35703]], "forces_ev_per_a": [[-0.1, 0.0, 0.1], [0.1, 0.1, 0.0], [-0.3, 0.1, -0.2], [0.1, 0.3, 0.1], [0.1, -0.5, 0.6], [-0.2, -0.3, -0.4], [0.0, -0.1, 0.2], [-0.2, -0.1, 0.0], [-0.1, -0.1, 0.0], [0.1, 0.0, -0.1], [0.1, 0.2, -0.1], [0.0, 0.0, 0.0], [0.0, 0.0, 0.1], [0.0, 0.0, 0.1], [0.0, 0.0, 0.1], [-0.1, 0.0, 0.1], [0.3, 0.3, -0.2], [0.2, 0.2, -0.2], [-0.4, -0.3, 0.4], [0.1, 0.0, -0.1], [0.1, 0.1, 0.0], [0.1, 0.2, -0.1], [0.0, 0.1, 0.0], [0.0, -0.1, 0.1], [0.0, 0.0, -0.1], [0.1, 0.0, -0.1], [0.1, 0.0, 0.0]], "mulliken_charge": [-1.15, -0.44, 0.42, -0.65, -0.18, 0.09, -0.17, -0.95, 0.76, -0.71, 0.43, -1.67, 0.35, 0.37, 0.40, 0.36, -0.17, 0.56, -0.43, 0.38, 0.47, 0.23, 0.43, 0.32, 0.31, 0.30, 0.34], "de_lowest_kcal_mol": 0.0, "e_homo_ev": -8.75, "max_force_ha_per_bohr": 0.0142, "e_lumo_ev": 0.526}

=====

No. 9
{"formula": "C4H3O4", "method": "ωB97M-V/def2-TZVPD", "symbols": ["C", "C", "C", "C", "O", "O", "O", "O", "H", "H", "H"], "xyz": [[0.68610, 0.85772, 0.88512], [0.51764, 2.10222, 1.40869], [2.50154, 1.48886, 1.94626], [-0.05785, 0.12974, -0.14750], [-1.09442, 3.04790, 0.91361], [3.58592, 1.56513, 2.46866], [1.90320, 0.45797, 1.36396], [1.62261, 2.54633, 1.99407], [-0.64740, 1.02283, -0.46437], [-0.52249, -0.72727, 0.24057], [0.67660, -0.13333, -0.80215]], "forces_ev_per_a": [[-1.2, 3.0, 2.0], [-6.9, 0.9, -4.1], [0.3, 1.1, 1.3], [-0.5, 2.8, 1.9], [4.7, -2.4, 1.5], [-0.1, -0.7, -0.5], [2.7, -1.2, -0.1], [1.1, -0.4, 0.7], [-0.5, -1.3, -0.3], [-1.3, -1.1, 0.2], [1.7, -0.9, -2.6]], "mulliken_charge": [0.30, 0.37, 0.62, -1.08, -0.80, -0.62, -0.37, -0.26, 0.28, 0.26, 0.31], "de_lowest_kcal_mol": 106.9, "charge": -1, "e_homo_ev": -3.45, "max_force_ha_per_bohr": 0.1576, "e_lumo_ev": 3.831}

=====

No. 10
{"formula": "H18O9", "method": "ωB97M-V/def2-TZVPD", "symbols": ["O", "H", "H", "O", "H", "H", "O", "H", "H", "O", "H", "H", "O", "H", "H", "O", "H", "H", "O", "H", "H", "O", "H", "H", "O", "H", "H"], "xyz": [[-2.41239, -0.47805, -3.11380], [-2.75666, -0.80546, -2.27016], [-3.02434, -0.79905, -3.78206], [-0.19220, -0.08627, 3.36030], [-0.38016, -0.59681, 2.56303], [-0.86986, -0.34596, 3.99075], [0.43196, -0.39807, -3.49578], [-0.50209, -0.41487, -3.23167], [0.55847, 0.48305, -3.85921], [-0.12997, -0.13380, 0.00672], [0.76100, -0.48991, 0.13180], [-0.55398, -0.74692, -0.60283], [3.44428, -2.07456, 0.83267], [3.38993, -1.16814, 1.15959], [2.90311, -2.58826, 1.43878], [-0.90233, 2.68943, 1.46234], [-1.03081, 1.81012, 1.08715], [-1.00660, 3.28992, 0.71874], [-3.52686, -1.01335, -0.51091], [-4.05486, -0.21708, -0.38814], [-3.43125, -1.38689, 0.37023], [2.39077, 0.84594, -1.21409], [2.68785, 0.69178, -2.11521], [1.46686, 1.10239, -1.30297], [2.54808, 0.81536, 2.70400], [1.62422, 0.54139, 2.65798], [2.56783, 1.47409, 3.40278]], "forces_ev_per_a": [[0.0, 0.0, 0.1], [-0.1, 0.0, 0.1], [0.1, 0.0, -0.1], [-0.1, -0.2, -0.2], [-0.1, 0.1, 0.0], [0.1, 0.1, 0.1], [0.0, 0.1, 0.2], [0.0, 0.0, -0.3], [0.0, 0.0, -0.1], [-0.1, -0.2, 0.4], [0.1, 0.2, -0.3], [0.0, 0.0, -0.1], [-0.2, 0.0, 0.0], [0.1, 0.1, 0.0], [0.1, 0.0, 0.1], [-0.2, 0.0, 0.0], [0.2, 0.0, 0.0], [0.0, 0.0, 0.0], [-0.1, 0.1, 0.0], [0.0, 0.0, 0.0], [0.1, -0.1, 0.0], [0.1, 0.2, 0.1], [0.0, -0.2, 0.0], [0.0, -0.1, 0.0], [0.1, -0.2, -0.2], [0.0, 0.2, 0.3], [0.0, 0.0, 0.0]], "mulliken_charge": [-0.66, 0.36, 0.31, -0.65, 0.28, 0.29, -0.61, 0.35, 0.31, -0.51, 0.30, 0.26, -0.65, 0.33, 0.30, -0.63, 0.30, 0.30, -0.67, 0.32, 0.30, -0.59, 0.29, 0.33, -0.58, 0.35, 0.29], "de_lowest_kcal_mol": 50.2, "e_homo_ev": -10.83, "max_force_ha_per_bohr": 0.0087, "e_lumo_ev": -0.219}

=====

Ordered E results: -41931.152 -18889.255 -7856.530 -25711.154 -7341.437 -10300.476 -28455.999 -27464.815 -12383.139 -18719.960; unit eV.